66
Properties=species:S:1:pos:R:3:forces:R:3 method="wB97M-V/def2-TZVPD" total_charge=0
O 0.30473 -0.89186 2.05524 -0.1 -0.4 0.2
N 0.47602 -2.04068 2.18960 0.4 1.0 0.7
O 0.52750 -2.70600 0.95242 -1.0 -1.1 -1.2
C -0.80073 -2.66898 0.39961 -0.8 1.7 -0.2
O -0.98927 -3.68636 -0.57832 -1.6 0.6 1.8
P -2.50752 -4.34271 -0.57691 0.5 -3.7 -2.1
O -2.42475 -5.56763 -1.37625 0.1 0.6 -0.1
O -2.91995 -4.77875 0.94562 0.3 2.0 -0.7
O -3.63316 -3.39157 -1.27647 1.4 0.2 2.7
C -4.03714 -2.26181 -0.46849 -1.6 0.4 -1.0
C -5.01326 -2.59867 0.68998 0.4 -0.4 -1.1
O -4.81894 -2.13492 1.73596 0.1 0.9 2.1
F -6.10155 -3.39473 0.52466 0.8 0.3 -1.0
H -1.01701 -1.68821 -0.09285 0.7 -0.6 0.3
H -1.51936 -2.72174 1.26003 0.5 -0.4 -0.6
H -2.17146 -5.23033 1.37468 -0.3 0.1 -0.2
H -4.59033 -1.57633 -1.15048 0.4 -0.5 0.5
H -3.20972 -1.66422 -0.04496 -0.5 -0.5 -0.1
O 2.32157 -1.63843 -2.69316 0.3 0.1 -0.2
C 3.20427 -2.07774 -2.01494 -0.6 -0.1 0.0
C 3.08964 -2.51363 -0.57183 0.7 0.2 0.1
C 4.54751 -2.58790 -0.14324 0.0 -0.1 0.4
C 5.24852 -2.92530 -1.44333 0.3 -0.1 0.1
O 4.46764 -2.29346 -2.47012 -0.1 0.1 0.0
H 2.60304 -3.48915 -0.53301 -0.1 0.1 0.0
H 2.53494 -1.78665 0.01166 -0.2 -0.1 -0.2
H 4.73841 -3.31184 0.64794 0.1 0.0 -0.1
H 4.87662 -1.60803 0.21146 0.0 -0.1 0.0
H 5.27180 -4.00079 -1.63584 0.0 0.0 0.0
H 6.26721 -2.54030 -1.47043 -0.1 0.0 -0.2
O -3.96642 0.78822 0.19592 -0.3 -0.5 0.0
C -5.03242 1.11414 -0.24457 0.5 0.5 -0.1
C -5.47164 2.51925 -0.57897 -0.8 -0.3 0.2
C -6.98090 2.36129 -0.70080 -0.1 0.3 0.0
C -7.12119 0.92241 -1.15842 -0.4 0.1 -0.2
O -6.01797 0.22654 -0.55439 0.2 0.0 0.1
H -5.01529 2.81937 -1.52217 0.2 0.1 0.1
H -5.20206 3.20908 0.21017 0.3 -0.1 -0.2
H -7.44437 3.07535 -1.38054 0.0 -0.1 0.0
H -7.44272 2.48416 0.28197 0.0 0.0 -0.1
H -7.04377 0.82160 -2.24388 0.0 0.0 0.0
H -8.05796 0.47484 -0.82959 0.2 -0.2 0.0
O -3.65091 4.73819 -0.46441 -0.3 0.3 0.0
C -3.91152 5.59759 0.32708 0.6 0.0 -0.3
C -3.03629 6.05325 1.47194 -0.4 0.1 0.5
C -4.01535 6.83913 2.33074 0.2 0.1 0.3
C -5.00689 7.35016 1.30309 -0.1 0.3 0.2
O -5.05034 6.33772 0.28447 0.1 -0.2 0.0
H -2.23910 6.68622 1.07804 0.0 -0.1 0.0
H -2.61996 5.20291 2.00718 0.2 0.0 -0.3
H -3.55118 7.63417 2.91329 -0.1 0.0 -0.1
H -4.51786 6.16264 3.02620 0.0 0.1 0.0
H -4.68561 8.28936 0.84595 0.0 0.0 0.0
H -6.00196 7.48619 1.72408 0.0 -0.1 -0.2
O 8.28882 -2.75608 1.22367 0.1 -0.2 -0.3
C 9.07650 -2.16491 0.54367 -0.2 0.1 0.5
C 9.15535 -0.66492 0.36632 0.1 0.1 -0.6
C 10.03772 -0.53391 -0.86542 0.0 0.4 -0.1
C 10.90142 -1.77744 -0.77592 0.2 0.1 -0.2
O 10.06984 -2.77111 -0.15659 -0.2 0.0 0.1
H 9.62148 -0.22762 1.25110 -0.1 0.0 0.1
H 8.16788 -0.23854 0.20423 0.0 -0.1 0.3
H 10.61492 0.38960 -0.89826 0.0 -0.1 0.0
H 9.41963 -0.57582 -1.76544 0.1 0.0 0.0
H 11.78553 -1.62581 -0.15145 0.0 0.0 0.0
H 11.21934 -2.12845 -1.75652 0.0 -0.2 0.1

53
Properties=species:S:1:pos:R:3:forces:R:3 method="wB97M-V/def2-TZVPD" total_charge=+1
C 4.37976 -1.60478 1.07682 0.2 -0.1 -0.4
N 3.11742 -0.93809 1.31312 -0.3 -0.4 0.5
C 2.75710 0.33663 0.73659 0.6 0.3 -0.2
C 2.69369 0.41572 -0.82928 0.0 -0.6 0.6
C 1.88623 -0.74629 -1.41872 -0.1 0.1 -0.2
C 4.09096 0.46818 -1.44251 0.2 0.1 -0.2
C 2.00406 1.72712 -1.13517 0.0 0.3 -0.4
N 1.46556 0.59182 1.32161 -0.7 0.3 -0.4
C 1.26875 -0.19501 2.51128 -0.2 0.1 0.5
C -0.15329 -0.73162 2.66158 -0.1 -0.1 0.3
C -1.18306 0.32933 2.98965 0.2 0.3 0.0
C -1.26236 0.88376 4.27620 -0.4 0.1 -0.2
C -2.26913 1.81002 4.58631 0.4 -0.3 -0.2
C -3.16395 2.21633 3.59500 0.0 -0.1 -0.1
C -3.06149 1.70718 2.30022 0.3 -0.1 0.0
C -2.06561 0.77381 2.00039 0.0 0.0 0.2
C 2.28332 -1.32004 2.33535 0.1 -0.8 0.2
O 2.33044 -2.37018 2.96769 0.1 1.4 -0.7
H 4.59602 -2.29366 1.90235 -0.2 0.2 -0.2
H 4.34741 -2.17768 0.13733 0.1 0.1 0.3
H 5.18423 -0.85747 1.01257 -0.2 -0.2 0.0
H 3.51089 1.08271 1.07014 0.0 0.0 -0.2
H 0.98767 -0.95153 -0.82592 0.2 0.0 0.0
H 1.55483 -0.46996 -2.43098 0.1 -0.2 0.2
H 2.48701 -1.66162 -1.50240 -0.2 0.2 0.1
H 4.74472 1.14225 -0.87042 -0.1 -0.2 -0.1
H 4.56625 -0.51918 -1.51389 -0.1 0.3 0.1
H 4.01282 0.87236 -2.46337 0.1 -0.2 0.2
H 2.52371 2.54238 -0.62737 0.2 0.0 0.0
H 2.02464 1.95036 -2.20790 0.1 -0.2 0.2
H 0.95942 1.72294 -0.81446 0.0 -0.1 0.1
H 1.19301 1.56692 1.40050 0.3 -0.4 0.1
H 1.52820 0.39190 3.41868 0.0 -0.4 -0.1
H -0.45052 -1.25110 1.73785 0.2 0.1 0.3
H -0.11737 -1.45959 3.48111 -0.1 0.0 -0.2
H -0.55038 0.56202 5.03737 -0.2 0.0 -0.1
H -2.34873 2.20080 5.60133 0.0 -0.1 -0.3
H -3.95099 2.92475 3.83057 0.1 -0.1 0.0
H -3.75511 2.01389 1.51642 0.1 0.0 0.3
H -1.97343 0.35234 0.99763 -0.1 0.1 0.2
C -0.13561 6.98862 -1.81694 -0.3 0.0 0.1
C 0.34339 5.80690 -2.64973 -1.0 1.0 -0.2
S 0.29552 4.14630 -1.93482 1.8 -1.4 -0.5
C 0.68384 4.36238 -0.31398 -0.7 1.6 -1.2
S -0.32711 5.39007 0.55547 -0.1 0.2 1.8
C 0.12144 6.92043 -0.31864 0.3 0.6 -0.7
H 0.47275 7.82453 -2.15882 -0.1 0.3 -0.1
H -1.17941 7.23303 -2.03582 0.2 -0.2 0.1
H -0.26342 5.70196 -3.55830 0.2 0.1 0.2
H 1.38876 5.92404 -2.96199 -0.2 -0.3 0.2
H 1.63829 4.09439 0.11307 -0.4 -1.6 0.4
H 1.19167 7.04531 -0.12054 -0.3 0.1 0.2
H -0.44368 7.66416 0.25145 0.2 0.0 -0.2

55
Properties=species:S:1:pos:R:3:forces:R:3 method="wB97M-V/def2-TZVPD" total_charge=0 e_above_lowest_kj_mol=169.53
C 2.88381 -1.10672 -6.09283 -0.3 0.4 0.2
N 2.77619 -1.01470 -4.63811 0.6 -1.0 0.2
C 2.16549 -0.01396 -3.98723 -0.6 0.6 -0.5
O 1.57159 0.86595 -4.59859 0.3 -0.1 0.4
C 2.15007 -0.04482 -2.44438 0.4 -0.2 0.0
N 2.80186 -1.23586 -1.83875 -1.8 1.4 -0.5
C 4.08291 -1.61416 -1.83992 1.7 -0.7 0.0
C 5.18254 -0.69619 -2.33909 -0.2 0.0 -0.1
O 4.37647 -2.72032 -1.42445 0.1 -0.4 0.2
C 2.61376 1.26463 -1.76421 0.0 0.5 0.0
C 1.80169 2.51590 -2.09517 0.2 -0.3 -0.3
O 2.50450 1.10757 -0.36752 -0.1 0.0 0.3
H 3.55016 -0.32467 -6.46181 -0.1 0.0 -0.1
H 3.27796 -2.08218 -6.38129 0.0 0.1 0.2
H 1.90034 -0.96718 -6.54725 0.1 0.0 0.0
H 3.18982 -1.75152 -4.08660 -0.1 0.1 -0.2
H 1.09204 -0.12233 -2.20369 -0.1 -0.1 0.1
H 2.18626 -1.91043 -1.40742 0.1 0.0 -0.1
H 6.09334 -1.28078 -2.46628 -0.2 0.0 0.1
H 5.36657 0.07509 -1.59436 0.0 0.2 0.0
H 4.92204 -0.24017 -3.28968 0.0 0.3 0.0
H 3.65374 1.46466 -2.01480 0.2 0.0 -0.2
H 2.08549 3.32554 -1.42203 0.0 -0.2 0.1
H 2.00454 2.84002 -3.11458 -0.2 -0.1 0.0
H 0.73683 2.31404 -1.97987 0.0 0.1 0.0
H 3.02324 0.34628 -0.09923 0.1 -0.2 0.1
O -1.61336 2.21817 2.45252 -0.7 -0.9 0.2
C -2.38703 1.27309 2.58473 1.4 0.9 -0.8
C -3.58299 1.43269 3.44998 -1.1 -0.3 0.7
C -3.70530 2.55848 4.28948 -0.2 -0.1 0.0
C -4.81857 2.72315 5.11957 0.2 -0.3 -0.4
C -5.83552 1.76678 5.12544 0.2 0.0 -0.2
C -5.73785 0.64662 4.29890 0.3 0.3 0.0
C -4.62444 0.48019 3.47048 0.0 0.3 0.3
C -2.09238 -0.05470 1.85689 0.3 0.2 0.2
C -1.65035 -1.12986 2.87387 -0.2 -0.1 -0.1
C -1.39477 -2.47043 2.18321 0.3 0.4 -0.6
N -0.42400 -2.29349 1.09318 0.6 -0.2 0.1
C -0.77331 -1.27903 0.08746 -0.3 -0.3 0.9
C -1.00379 0.07112 0.76843 -0.1 0.1 0.2
H -2.92521 3.31652 4.30266 -0.1 -0.3 -0.1
H -4.89146 3.59845 5.75881 0.0 -0.1 -0.1
H -6.70000 1.89614 5.77043 0.1 0.0 -0.1
H -6.53012 -0.09646 4.30042 0.1 0.1 0.0
H -4.59615 -0.40623 2.84656 0.2 0.1 0.0
H -3.00825 -0.37807 1.35708 -0.2 -0.1 0.1
H -0.73060 -0.80295 3.37088 -0.1 0.0 -0.1
H -2.41192 -1.26767 3.64673 0.1 0.0 0.0
H -1.00801 -3.19101 2.91110 0.0 0.1 -0.2
H -2.33383 -2.86755 1.78358 -0.3 0.0 0.1
H -0.20656 -3.18786 0.65360 -0.1 0.4 0.2
H -1.67659 -1.58286 -0.45211 -0.2 0.1 -0.2
H 0.03703 -1.19117 -0.63884 0.0 -0.1 0.1
H -1.30495 0.81133 0.02022 0.1 0.0 0.1
H -0.06298 0.41292 1.21390 -0.2 0.0 -0.1

58
Properties=species:S:1:pos:R:3:forces:R:3 method="wB97M-V/def2-TZVPD" total_charge=0 e_above_lowest_kj_mol=774.41
C 3.82623 0.85664 0.92451 -1.4 -1.0 0.0
C 3.23051 0.34507 -0.01954 -0.6 0.6 0.1
C 2.25713 -0.22946 -1.13001 1.3 0.6 1.0
C 1.26581 -1.21570 -0.37717 1.4 0.1 0.2
C 0.53428 -0.73438 0.95411 -0.8 -1.7 -0.4
N -0.37942 0.42766 0.89309 0.2 0.8 0.0
C -1.10905 0.58746 2.20665 0.0 0.7 0.4
C 0.33601 1.70607 0.70696 2.1 1.5 1.6
C 0.31772 2.58621 -0.59967 0.4 -1.1 -0.9
O 1.00202 2.12771 1.65696 -1.4 -0.6 -1.9
C -0.39839 -2.04926 1.14098 0.2 -0.4 -0.5
O -0.87040 -2.51265 2.15878 0.8 0.9 -1.6
N -0.58818 -2.69762 -0.17137 1.7 -0.5 0.2
C 0.33249 -2.20290 -1.26301 0.8 1.2 3.1
C 1.39302 -3.26652 -1.77737 -0.3 -0.8 -1.2
C 0.94263 -4.11926 -3.03850 -0.8 0.4 -0.2
O 2.08574 -4.81445 -3.60895 -0.5 1.1 -1.1
C 2.69279 -3.96550 -4.56848 2.0 1.2 0.4
C 2.13148 -3.70757 -6.01620 -1.1 0.1 0.1
O 3.70352 -3.37203 -4.22136 -1.7 -1.1 -0.7
S -0.86739 -1.45265 -2.44844 -1.5 1.1 -5.2
C -2.11109 -0.33847 -1.61808 -0.2 -0.8 1.2
O -0.16556 -0.61945 -3.47625 -0.2 -1.1 2.6
O -1.69439 -2.48844 -3.13844 1.5 0.9 2.3
H 4.06540 1.16517 1.98006 0.0 -0.3 -2.0
H 1.72761 0.58574 -1.70056 0.6 -0.8 0.8
H 2.94483 -0.74650 -1.87427 -1.2 0.3 0.9
H 1.99679 -1.98278 0.05842 -1.0 0.9 -0.5
H 1.23117 -0.72654 1.86166 -0.7 0.2 -1.3
H -1.41677 1.69078 2.30433 0.3 -1.9 -0.2
H -2.03088 -0.06036 2.22148 1.1 0.6 0.1
H -0.39241 0.36140 3.06376 -1.1 0.1 -0.9
H -0.22117 3.57369 -0.48612 0.3 -1.4 0.1
H -0.06001 1.97633 -1.48843 0.2 1.1 1.2
H 1.39996 2.83890 -0.86378 -1.4 -0.3 0.7
H -0.34472 -3.69523 -0.12422 -1.1 0.3 0.5
H 1.61476 -3.97751 -0.91365 -0.4 0.9 -1.0
H 2.39512 -2.79855 -2.04236 -1.5 -0.3 0.3
H 0.49989 -3.46766 -3.86376 0.4 -0.7 1.3
H 0.15363 -4.87368 -2.75362 1.0 0.7 -0.4
H 1.26767 -4.38940 -6.29665 1.2 0.7 0.4
H 1.71265 -2.64432 -6.03474 0.6 -1.4 0.2
H 2.93606 -3.72418 -6.82026 -0.8 -0.2 1.4
H -1.67663 0.65542 -1.32663 -0.4 -1.3 -0.4
H -3.00163 -0.25178 -2.31681 1.5 -0.3 0.5
H -2.45082 -0.91718 -0.69887 0.4 0.9 -1.1
C -1.73130 5.53575 4.72460 0.0 0.1 0.0
C -2.83950 4.64355 5.27377 0.1 0.3 0.0
C -2.84692 3.24785 4.64465 -0.2 0.3 -0.6
C -3.06275 3.35363 3.17148 -0.1 -0.2 -0.3
N -3.23027 3.43726 2.02951 0.2 0.0 1.1
H -1.85308 5.71647 3.65407 0.0 -0.1 0.0
H -1.74597 6.50827 5.22109 0.0 -0.1 0.0
H -0.74813 5.08539 4.88788 0.0 0.0 0.0
H -3.80418 5.13085 5.10449 0.0 -0.1 0.0
H -2.71438 4.54563 6.35543 -0.1 -0.1 -0.1
H -3.64709 2.64427 5.07861 0.1 0.0 -0.2
H -1.89810 2.73797 4.83080 0.0 0.0 -0.1

Number 1: HOMO energy -9.89 eV, frontier orbital gap 9.206 eV. Number 2: HOMO energy -11.03 eV, frontier orbital gap 3.766 eV. Number 3: HOMO energy -8.87 eV, frontier orbital gap 9.137 eV. Number 4: HOMO energy -9.68 eV, frontier orbital gap 10.212 eV.